Entry 1:
DFT (wB97M-V/def2-TZVPD) results for a molecular structure, C31H42F6NbO19S in a non-equilibrium geometry.

Summary:
Total charge: -1
Frontier orbital gap: 6.1 eV

Cartesian coordinates (Å):
C (-1.90444, -0.99560, 7.86985)
C (-2.33354, -0.07575, 6.72340)
C (-3.73773, -0.41674, 6.20390)
Nb (-4.00995, -2.56559, 5.47333)
C (-3.25436, -2.33309, 3.33979)
C (-3.34718, -0.94453, 2.70548)
C (-4.77046, -0.46119, 2.45509)
S (-4.88551, 1.36435, 2.33654)
O (-1.48038, -0.21093, 5.58904)
C (-0.37848, 0.67608, 5.52855)
C (0.59945, 0.06673, 4.55074)
C (0.04816, -0.32173, 3.34655)
C (0.82586, -0.90805, 2.38136)
C (2.16613, -1.10617, 2.62358)
C (2.72371, -0.70030, 3.81285)
C (1.94137, -0.11380, 4.79324)
H (-1.23059, -1.74715, 7.47939)
H (-2.75298, -1.51413, 8.29863)
H (-1.37158, -0.45092, 8.64608)
H (-2.32144, 0.93794, 7.13524)
H (-4.39987, -0.29637, 7.06324)
H (-3.99621, 0.34042, 5.46217)
H (-2.35655, -3.14777, 6.03113)
H (-4.68617, -3.09685, 7.10346)
H (-5.76613, -2.22525, 4.99336)
H (-4.29784, -4.34173, 5.05437)
H (-3.76243, -3.05829, 2.70563)
H (-2.20370, -2.62298, 3.33957)
H (-2.86993, -0.99530, 1.72139)
H (-2.79423, -0.20213, 3.26836)
H (-5.47535, -0.80113, 3.20072)
H (-5.06915, -0.78212, 1.46586)
H (-3.82745, 1.79953, 3.02779)
H (0.05808, 0.85379, 6.50756)
H (-0.71598, 1.60608, 5.06425)
H (-0.99533, -0.17083, 3.16434)
H (0.36569, -1.20455, 1.45551)
H (2.73250, -1.59442, 1.84674)
H (3.78156, -0.85697, 3.95664)
H (2.38123, 0.19866, 5.72260)
C (2.68598, 0.70765, -1.90547)
C (2.25977, -0.07807, -0.69176)
O (3.10300, -1.22409, -0.76288)
C (4.24411, -0.84011, -1.39421)
O (5.26138, -1.45412, -1.39205)
O (4.07049, 0.34311, -2.01959)
F (0.96909, -0.47315, -0.78238)
H (2.14449, 0.39716, -2.79985)
H (2.57891, 1.78280, -1.78491)
H (2.41552, 0.42718, 0.26254)
C (-1.45667, -1.92254, -5.19953)
C (-0.56679, -1.94802, -3.98015)
O (0.12768, -0.71228, -4.09175)
C (-0.69257, 0.14965, -4.75574)
O (-0.53621, 1.32670, -4.79424)
O (-1.69470, -0.51536, -5.36073)
F (0.33124, -2.96674, -4.02857)
H (-0.94603, -2.30578, -6.08056)
H (-2.38824, -2.46223, -5.06400)
H (-1.09707, -1.97972, -3.02873)
C (-2.39005, 0.64756, -1.14440)
C (-1.08377, 0.31107, -1.82672)
O (-1.14222, -1.10186, -1.91205)
C (-2.46153, -1.44888, -1.97430)
O (-2.85085, -2.51790, -2.30918)
O (-3.24409, -0.40831, -1.61396)
F (-0.01188, 0.67080, -1.07759)
H (-2.30942, 0.59400, -0.05752)
H (-2.77946, 1.62190, -1.42489)
H (-0.96921, 0.72768, -2.82945)
C (7.23263, 2.12228, -1.76014)
C (7.71676, 3.54422, -1.93282)
O (6.56603, 4.19359, -2.44787)
C (5.48057, 3.51324, -1.97951)
O (4.36421, 3.91766, -2.01080)
O (5.84407, 2.32089, -1.47818)
F (8.72409, 3.63805, -2.83538)
H (7.33824, 1.54101, -2.67658)
H (7.72159, 1.59569, -0.94567)
H (8.02342, 4.03471, -1.00748)
C (-0.36110, -3.82297, -9.39468)
C (-1.33143, -4.77393, -10.05815)
O (-2.15121, -5.17387, -8.97627)
C (-2.16126, -4.15348, -8.07006)
O (-2.93440, -4.04577, -7.18214)
O (-1.16069, -3.27564, -8.34148)
F (-0.70642, -5.86072, -10.57314)
H (0.49186, -4.35283, -8.96921)
H (-0.00444, -3.03988, -10.05799)
H (-1.95260, -4.32087, -10.83251)
C (2.04436, 5.59921, -0.36416)
C (1.71687, 6.87779, 0.37002)
O (0.57253, 6.51691, 1.11692)
C (0.65257, 5.17071, 1.36202)
O (0.00498, 4.59462, 2.16454)
O (1.58676, 4.60393, 0.55851)
F (1.39534, 7.88798, -0.47977)
H (1.48647, 5.51513, -1.29748)
H (3.10275, 5.47981, -0.57326)
H (2.49775, 7.22323, 1.05001)

---

Entry 2:
DFT (wB97M-V/def2-TZVPD) results for a molecular structure, C31H42IrN7O2P.

Summary:
Expectation value of S²: 0.79
Multiplicity: 2
Relative energy (zero: lowest compared OMol25 entry of this formula, charge and spin): 0.054 eV
Total charge: +2
Frontier orbital gap (spin up / spin down): 6.3 / 7.6 eV

Cartesian coordinates (Å):
Ir (0.06350, 0.02413, -0.08771)
N (-4.05167, 0.31497, 0.63257)
C (-2.85144, 0.40241, 1.20017)
N (-1.94829, 0.41299, 0.23658)
C (-2.68056, 0.28047, -0.90581)
N (-3.96571, 0.23486, -0.70580)
C (-1.95856, 0.15680, -2.15859)
C (-2.54464, 0.11397, -3.41518)
N (-1.82056, -0.03974, -4.51340)
C (-0.50951, -0.17721, -4.36339)
C (0.10449, -0.13936, -3.11991)
N (-0.62286, 0.05353, -2.01770)
H (-4.95598, 0.28801, 1.08206)
H (-2.68077, 0.44276, 2.26274)
H (-3.61950, 0.20401, -3.51488)
H (0.08492, -0.32271, -5.25641)
H (1.16825, -0.27089, -3.00600)
C (2.94462, -3.12325, -0.70740)
C (1.73228, -2.26351, -0.63935)
N (1.83087, -0.96600, -0.51023)
O (3.12235, -0.57516, -0.18757)
C (0.40891, -2.82028, -0.62163)
C (0.05796, -4.24660, -0.88021)
N (-0.51411, -1.95503, -0.24944)
O (-1.70870, -2.27311, -0.07868)
H (3.45201, -3.10597, 0.25920)
H (3.65222, -2.73385, -1.43808)
H (2.68521, -4.14778, -0.95056)
H (3.32953, 0.18362, -0.74984)
H (0.68380, -4.67181, -1.66227)
H (-0.98388, -4.30685, -1.18717)
H (0.16991, -4.85661, 0.01885)
C (0.31522, -0.63334, 2.24956)
C (0.94968, -0.52333, 3.49182)
C (1.97973, 0.41580, 3.75362)
C (2.56577, 0.48235, 4.99511)
C (2.15031, -0.37429, 6.01596)
C (1.13721, -1.30524, 5.78252)
C (0.54214, -1.38595, 4.54576)
H (-0.44275, -1.37149, 2.05422)
H (0.80622, 0.13439, 1.54664)
H (2.29614, 1.09250, 2.96913)
H (3.35228, 1.20094, 5.18283)
H (2.61636, -0.31802, 6.99007)
H (0.82200, -1.96882, 6.57618)
H (-0.23882, -2.11323, 4.36015)
C (-1.98308, 3.42973, -0.44499)
C (-0.53166, 3.71508, -0.84838)
C (-0.42060, 3.61201, -2.37351)
C (-0.25171, 5.15726, -0.39417)
P (0.65819, 2.51326, 0.00087)
C (0.60100, 3.07922, 1.73343)
C (1.38531, 4.12621, 2.22377)
C (1.25127, 4.55898, 3.53317)
C (0.31656, 3.97163, 4.37486)
C (-0.48608, 2.94836, 3.89766)
C (-0.33796, 2.50991, 2.59108)
C (2.40434, 2.82845, -0.65022)
C (3.39059, 2.33822, 0.42737)
C (2.81232, 4.26474, -1.01646)
C (2.56204, 2.02112, -1.95028)
H (-2.57862, 4.30629, -0.70592)
H (-2.09787, 3.27115, 0.62822)
H (-2.40717, 2.59279, -0.99122)
H (-1.22720, 4.19690, -2.82020)
H (-0.52515, 2.58562, -2.73245)
H (0.51465, 4.01612, -2.75503)
H (-0.87989, 5.81661, -0.99685)
H (0.77474, 5.47951, -0.52655)
H (-0.52940, 5.30326, 0.64880)
H (2.10146, 4.62657, 1.59185)
H (1.87332, 5.36753, 3.89313)
H (0.21332, 4.31500, 5.39535)
H (-1.21801, 2.48399, 4.54578)
H (-0.95051, 1.69637, 2.23816)
H (3.54990, 3.09567, 1.19056)
H (4.36206, 2.14709, -0.03727)
H (3.07410, 1.42799, 0.93282)
H (2.78720, 4.95804, -0.18091)
H (2.22699, 4.68059, -1.83281)
H (3.84989, 4.22052, -1.35672)
H (2.19031, 1.00211, -1.86596)
H (3.61739, 1.99554, -2.23372)
H (2.02168, 2.48048, -2.77722)

---

E
In order: -3689.9789 -2185.3155
Unit: Ha